Record 1
{"formula": "C17H19F3N", "method": "ωB97M-V with the def2-TZVPD basis set", "species": ["C", "C", "C", "N", "C", "C", "C", "C", "C", "C", "C", "C", "C", "C", "C", "C", "F", "F", "F", "C", "C", "H", "H", "H", "H", "H", "H", "H", "H", "H", "H", "H", "H", "H", "H", "H", "H", "H", "H", "H"], "xyz": [[0.278, -0.656, -2.015], [-0.565, -1.689, -1.277], [-1.367, -2.518, -2.286], [-1.576, -0.937, -0.243], [-1.558, -1.095, 1.195], [-2.786, -0.321, 1.741], [-3.942, -0.979, 2.195], [-5.134, -0.275, 2.339], [-5.172, 1.117, 2.168], [-3.972, 1.781, 1.906], [-2.785, 1.076, 1.712], [-0.194, -0.800, 1.779], [0.747, -1.838, 1.780], [2.092, -1.571, 1.916], [2.489, -0.265, 2.176], [3.951, 0.105, 2.149], [4.171, 1.275, 1.464], [4.722, -0.852, 1.541], [4.475, 0.285, 3.406], [1.549, 0.712, 2.483], [0.197, 0.390, 2.412], [1.071, -1.177, -2.574], [-0.319, -0.108, -2.764], [0.768, 0.058, -1.340], [0.063, -2.337, -0.648], [-0.674, -3.179, -2.833], [-2.126, -3.163, -1.823], [-1.851, -1.886, -3.053], [-2.534, -1.176, -0.549], [-1.510, 0.082, -0.406], [-1.762, -2.149, 1.417], [-3.906, -2.059, 2.394], [-6.060, -0.800, 2.562], [-6.109, 1.666, 2.248], [-3.971, 2.868, 1.816], [-1.857, 1.625, 1.512], [0.408, -2.865, 1.620], [2.836, -2.350, 1.786], [1.886, 1.715, 2.750], [-0.520, 1.104, 2.838]], "forces_ev_per_a": [[0.0983, 0.2224, 0.0320], [-0.2822, 0.1096, 0.3562], [-0.1809, -0.0467, -0.0233], [-0.0166, 0.4669, -3.1062], [-0.8167, -0.8915, 3.3373], [0.4375, 0.1797, 0.3042], [0.3514, -0.3391, -0.5895], [-0.2225, 0.4081, 0.1276], [0.6086, -0.4684, -0.0651], [-0.2337, 0.2515, 0.0402], [-0.1751, 0.1196, -0.4549], [0.2891, -0.0916, 1.1857], [-0.4288, -0.1553, -0.8347], [0.4735, 0.1117, 0.2214], [0.3682, 0.1677, -0.2188], [1.6047, 0.3089, 0.1354], [-0.3941, -1.0907, 0.6708], [-0.8614, 0.8221, 0.5518], [-0.6924, -0.1688, -1.2472], [0.1839, -0.2875, 0.2170], [-0.2340, 0.7085, -0.5469], [-0.2823, 0.1054, 0.2646], [0.1436, -0.1487, 0.3949], [-0.0830, -0.1730, -0.0986], [-0.3713, 0.3676, -0.1047], [-0.1901, 0.2819, 0.3214], [0.1927, 0.1277, -0.0296], [0.1336, -0.1547, 0.4483], [0.4275, 0.0931, 0.0658], [0.1113, -0.4347, -0.2252], [0.0455, 0.0014, -0.2679], [-0.1363, 0.4408, -0.2989], [0.2836, 0.0166, 0.1180], [0.2703, -0.1649, 0.0183], [0.0537, -0.2638, 0.0903], [-0.5654, -0.1576, -0.2003], [0.1576, 0.2877, -0.2355], [-0.1393, 0.0798, 0.1252], [-0.2124, -0.3359, 0.1692], [0.2839, -0.3058, -0.6481]], "nbo_charge": [-0.652, -0.010, -0.653, -0.527, -0.124, 0.018, -0.235, -0.189, -0.186, -0.179, -0.277, 0.026, -0.234, -0.172, -0.133, 0.976, -0.321, -0.320, -0.316, -0.163, -0.224, 0.259, 0.227, 0.234, 0.234, 0.260, 0.228, 0.229, 0.441, 0.435, 0.229, 0.227, 0.236, 0.239, 0.232, 0.221, 0.223, 0.252, 0.250, 0.239], "smiles": "CC(C)[NH2+][C@H](c1ccccc1)c1ccc(C(F)(F)F)cc1", "relative_energy_kcal_mol": 0.0, "largest_force_ha_per_bohr": 0.06903, "homo_energy_ev": -12.789, "homo_lumo_gap_ev": 9.8476, "total_charge": 1, "energy_ev": -27573.66805, "mol_weight_g_mol": 294.3}

=====

Record 2
{"formula": "C4H14N2OS", "method": "ωB97M-V with the def2-TZVPD basis set", "species": ["N", "C", "C", "N", "C", "C", "S", "H", "H", "H", "H", "H", "H", "H", "H", "H", "H", "H", "H", "O", "H", "H"], "xyz": [[2.306, -1.390, -1.601], [1.179, -0.858, -0.840], [1.688, 0.352, -0.006], [0.769, 0.990, 0.940], [-0.042, 2.023, 0.234], [-1.529, 1.864, 0.491], [-2.205, 0.277, -0.194], [2.386, -1.001, -2.527], [3.207, -1.386, -1.151], [0.327, -0.650, -1.475], [0.828, -1.537, -0.050], [2.191, 1.100, -0.634], [2.601, -0.059, 0.475], [0.121, 0.252, 1.202], [0.282, 2.135, -0.790], [0.137, 3.031, 0.670], [-1.660, 1.671, 1.552], [-2.131, 2.666, 0.106], [-2.802, 0.634, -1.355], [-0.087, -2.962, 1.191], [-0.438, -2.364, 1.866], [0.872, -3.020, 1.157]], "forces_ev_per_a": [[-0.6934, -0.6986, -0.4923], [1.1037, 0.8571, 1.1952], [1.2100, -0.1922, -0.3541], [-0.3553, 0.1194, -1.1507], [0.1582, 1.0390, 1.4511], [0.1601, -1.7350, -0.9928], [-0.2602, -0.1437, -0.0696], [0.0019, 0.0921, 0.0641], [-0.0972, 0.1847, 0.2398], [0.0182, 0.1211, -0.2271], [0.0411, -0.1330, -0.8534], [-0.6066, 0.1790, -0.1645], [-0.6039, 0.0908, 0.5543], [0.0116, 0.0493, 0.2389], [-0.3975, -0.3430, -0.5390], [0.4411, -0.4630, 0.0200], [-0.1931, 0.5780, 0.1833], [-0.1488, 0.4629, 0.2039], [0.3493, 0.2958, 0.3437], [-0.8065, -0.4561, -0.1582], [0.8111, -0.2350, -0.1137], [-0.1438, 0.3306, 0.6211]], "nbo_charge": [-0.856, -0.250, -0.230, -0.618, -0.236, -0.496, -0.108, 0.362, 0.357, 0.205, 0.191, 0.183, 0.173, 0.341, 0.193, 0.188, 0.220, 0.233, 0.135, -0.947, 0.480, 0.480], "smiles": "NCCNCCS.O", "relative_energy_kcal_mol": 28.4, "largest_force_ha_per_bohr": 0.03900, "homo_energy_ev": -8.544, "homo_lumo_gap_ev": 9.2638, "energy_ev": -20236.79583, "mol_weight_g_mol": 138.2}

=====

Record 3
{"formula": "C34H34BCl2F3O2", "method": "ωB97M-V with the def2-TZVPD basis set", "species": ["Cl", "C", "C", "C", "C", "C", "C", "C", "C", "C", "Cl", "C", "C", "C", "C", "H", "H", "H", "H", "H", "H", "H", "H", "H", "C", "C", "C", "C", "C", "C", "O", "B", "C", "C", "C", "C", "C", "F", "F", "F", "C", "C", "C", "C", "C", "C", "C", "C", "C", "C", "O", "H", "H", "H", "H", "H", "H", "H", "H", "H", "H", "H", "H", "H", "H", "H", "H", "H", "H", "H", "H", "H", "H", "H", "H", "H"], "xyz": [[-4.795, 1.872, -4.727], [-3.201, 1.276, -4.528], [-2.911, -0.062, -4.840], [-1.634, -0.557, -4.622], [-0.614, 0.279, -4.086], [0.630, -0.287, -3.609], [1.908, 0.216, -3.953], [3.065, -0.600, -3.752], [4.337, -0.123, -4.016], [4.509, 1.199, -4.462], [6.086, 1.830, -4.697], [3.394, 2.008, -4.716], [2.117, 1.501, -4.528], [-0.917, 1.635, -3.837], [-2.202, 2.127, -4.036], [-3.705, -0.708, -5.218], [-1.408, -1.608, -4.816], [0.602, -1.336, -3.312], [2.930, -1.604, -3.349], [5.220, -0.747, -3.853], [3.539, 3.035, -5.055], [1.264, 2.124, -4.780], [-0.161, 2.272, -3.384], [-2.442, 3.154, -3.780], [1.643, -0.130, 4.731], [0.341, 0.094, 4.017], [-0.819, -0.535, 4.816], [0.016, 1.603, 3.561], [-0.823, 2.393, 4.552], [1.279, 2.371, 3.207], [-0.764, 1.433, 2.360], [-0.730, 0.061, 2.216], [-1.918, -0.739, 1.713], [-1.909, -2.129, 1.880], [-3.072, -2.849, 1.688], [-4.203, -2.170, 1.266], [-5.476, -2.936, 1.015], [-6.542, -2.428, 1.715], [-5.865, -2.921, -0.304], [-5.414, -4.257, 1.357], [-4.221, -0.803, 1.029], [-3.062, -0.085, 1.244], [0.644, 0.474, -0.415], [-0.566, -0.155, -0.878], [1.801, -0.212, 0.026], [2.968, 0.583, 0.115], [4.204, -0.047, 0.162], [4.280, -1.432, 0.259], [3.119, -2.208, 0.355], [1.872, -1.608, 0.259], [0.389, -0.584, 2.750], [1.612, 0.418, 5.680], [1.748, -1.200, 4.941], [2.491, 0.207, 4.127], [-0.832, -0.135, 5.837], [-1.810, -0.362, 4.348], [-0.663, -1.626, 4.863], [-0.280, 2.496, 5.500], [-1.010, 3.395, 4.146], [-1.789, 1.905, 4.744], [1.856, 2.579, 4.123], [1.906, 1.805, 2.496], [0.997, 3.330, 2.747], [-1.014, -2.641, 2.213], [-3.095, -3.915, 1.870], [-5.126, -0.309, 0.688], [-3.057, 0.988, 1.088], [0.486, 1.472, 0.016], [-1.461, 0.492, -0.846], [-0.237, -0.197, -1.922], [-0.839, -1.191, -0.611], [2.872, 1.659, 0.029], [5.101, 0.557, 0.096], [5.249, -1.925, 0.297], [3.168, -3.292, 0.464], [0.943, -2.191, 0.324]], "forces_ev_per_a": [[-0.5711, 0.2009, -0.1065], [1.1249, -0.3245, 0.1305], [-0.1082, 0.3117, 0.1442], [0.2829, 0.4731, 0.4047], [-0.7276, -0.0802, 0.0776], [-0.5226, -1.0960, -0.7799], [0.6522, 0.1635, 0.2152], [-0.1065, 0.4525, 0.1993], [0.0853, 0.2666, -0.0063], [-1.0391, -0.4053, 0.2098], [0.4871, 0.1488, -0.0706], [0.2161, -0.2676, -0.0531], [0.1718, 0.0363, 0.4421], [-0.4144, -0.2423, -0.0789], [-0.1353, -0.4479, -0.2400], [0.2478, 0.2183, 0.0752], [-0.0793, 0.3315, 0.0330], [0.0110, 0.0112, -0.4922], [0.0653, 0.2187, -0.1305], [-0.3339, 0.1837, -0.0508], [-0.0366, -0.3548, -0.0206], [0.2745, -0.1335, 0.0196], [-0.2386, -0.0775, -0.0471], [-0.0231, -0.1055, -0.0797], [0.1170, 0.2352, 0.2591], [-0.2713, 0.4801, 0.1412], [-0.0613, 0.0586, 0.1592], [0.7195, 0.0680, 0.6068], [-0.0543, -0.0529, 0.1629], [0.2345, 0.0624, -0.0263], [-0.1473, -0.9507, 0.5922], [0.8802, 0.0292, -1.1693], [-0.4610, -0.4083, -0.5564], [-0.2619, 0.3010, 0.1412], [0.0198, 0.0301, -0.1890], [-0.7518, -0.6745, -0.2004], [-1.4963, -0.7625, -0.2382], [0.9213, -0.1688, -0.4896], [0.5293, 0.1946, 1.0315], [0.2829, 0.9788, -0.1592], [0.0767, 0.1375, -0.1558], [-0.1382, -0.2761, 0.3172], [-1.9088, -0.2653, 3.5078], [0.0319, 0.6842, 0.9042], [0.1571, 0.4090, -0.3303], [0.3458, -0.8723, -0.2160], [-0.2378, 0.5290, 0.1673], [0.0334, -0.4185, 0.0786], [-0.4098, -0.0014, -0.0103], [0.1415, 0.1318, -0.6248], [-0.9481, 0.5085, 0.0621], [0.2436, -0.1148, -0.0803], [0.0440, 0.2184, -0.0252], [-0.1315, -0.0870, 0.1607], [-0.1094, -0.1088, -0.1768], [0.5230, -0.0268, 0.2945], [-0.0159, 0.4193, -0.0156], [-0.1626, 0.0084, -0.1487], [0.0196, -0.2346, 0.1171], [0.3027, 0.1880, -0.0652], [-0.0793, -0.0301, -0.3823], [-0.2352, 0.2061, 0.3133], [0.0995, -0.2853, 0.1228], [0.0139, 0.1742, 0.0560], [-0.1032, 0.0297, -0.0960], [0.0741, -0.1450, 0.0263], [0.0774, -0.0496, 0.0955], [0.5661, 0.1137, -0.9742], [0.5738, -0.2796, -0.1095], [0.4573, -0.2862, -2.3921], [0.5495, 0.3498, -0.2165], [0.1002, -0.0635, -0.1035], [0.0454, -0.1199, 0.1135], [-0.1472, 0.1294, -0.0526], [0.1611, 0.3062, 0.0799], [0.5075, 0.2196, -0.1020]], "mulliken_charge": [-0.235, 0.373, -0.709, -0.362, 0.483, -1.427, 1.241, -0.302, -0.700, 0.396, -0.232, -0.937, -0.512, -0.121, -0.990, 0.399, 0.411, 0.349, 0.304, 0.393, 0.403, 0.615, 0.386, 0.386, -1.889, 0.965, -1.621, 1.876, -1.857, -1.710, -0.746, 1.657, 0.225, -0.439, -0.769, 0.341, 0.678, -0.264, -0.254, -0.291, -1.132, -0.602, -0.550, 0.390, 2.107, -0.817, -1.038, -0.597, -1.027, -0.231, -0.585, 0.341, 0.496, 0.347, 0.374, 0.182, 0.442, 0.328, 0.452, 0.338, 0.359, 0.174, 0.469, 0.486, 0.485, 0.439, 0.592, 0.497, 0.317, -1.282, 0.392, 0.580, 0.488, 0.420, 0.459, 0.395], "relative_energy_kcal_mol": 14.5, "largest_force_ha_per_bohr": 0.07783, "homo_energy_ev": -5.782, "homo_lumo_gap_ev": 3.8453, "energy_ev": -73777.81892, "mol_weight_g_mol": 613.4}